Below is a structure of composition C9H9FO4S in a non-equilibrium geometry, with properties calculated with wB97M-V/def2-TZVPD.

Structure (XYZ):
```
24
Properties=species:S:1:pos:R:3:forces:R:3
C -2.495368 1.358897 -0.744913 2.8 -2.9 -1.9
C 1.406168 2.301689 1.599771 -4.3 2.9 -2.9
C -0.587872 -3.173766 0.377876 -0.4 -0.9 0.5
C -1.642186 0.305795 -1.070227 -2.2 2.4 1.7
C 1.018761 1.204064 0.597478 2.0 0.3 0.8
C -0.563391 -1.813734 -0.294764 -1.0 -1.1 0.7
C 1.008104 -0.095076 0.938196 0.9 -1.1 0.1
C 1.343774 1.523890 -0.814235 0.4 3.0 -1.0
C -1.490216 -0.845586 -0.221849 1.9 -0.5 -1.3
O 1.526576 2.632312 -1.269767 -0.5 -1.6 0.3
O 2.981385 -1.374803 -0.380685 -0.5 0.0 -0.7
O 0.532733 -1.805369 -1.153734 1.8 1.2 0.2
O 1.491122 0.417272 -1.636549 1.0 -1.4 1.3
F -0.051417 -3.291547 1.685510 -0.3 0.7 -0.7
S 1.682325 -0.815565 -0.471884 -2.8 0.9 -0.8
H -2.582435 2.078114 -1.520993 -0.2 0.9 -0.2
H -3.021350 1.451819 0.159242 -0.7 -0.1 1.0
H 2.328508 2.062400 2.068018 1.2 0.5 -0.3
H 0.687874 2.401647 2.409511 -0.2 -0.3 0.1
H -1.634862 -3.615128 0.449750 1.4 0.6 -0.3
H 0.134138 -3.751262 -0.241042 -1.0 -0.2 0.3
H -1.085037 0.389791 -1.966994 0.4 -0.2 -0.8
H -2.096649 -0.927552 0.611410 -1.6 -0.3 1.4
H 1.109312 3.381689 0.890863 2.0 -2.9 2.5
```
Positions in Å, forces in eV/Å.

Calculated values
HOMO energy   -9.17 eV
Relative energy (zero: lowest compared OMol25 entry of this formula, charge and spin)   4.238 eV
Molecular weight   232.23 g mol⁻¹
Electronic energy   -31214.199 eV
LUMO energy   -0.022 Ha
Gap between HOMO and LUMO   8.6 eV

Below is the ion C9H9INO with charge +1 in a non-equilibrium geometry, with properties calculated with wB97M-V/def2-TZVPD.

Structure (XYZ):
```
21
Properties=species:S:1:pos:R:3:forces:R:3
C 2.596538 0.532557 0.626691 2.5 -0.3 0.7
C 2.297835 1.787972 0.139166 -1.4 0.3 -0.1
C 1.642573 -0.439024 0.643033 -2.3 -0.1 0.0
C 0.941403 2.040268 -0.151766 2.6 1.0 -0.3
C 0.329852 -0.126399 0.315879 1.0 -0.7 0.4
C -1.362725 1.313652 -0.018266 -3.6 3.9 -1.6
C -2.110545 0.240333 0.116749 2.6 -2.6 1.0
C -0.847339 -1.045903 0.260938 -2.9 1.7 -0.1
C -1.081909 -1.745341 -1.094735 -1.6 1.6 0.6
N 0.010621 1.162345 0.039558 0.1 -3.5 0.6
O -0.897396 -1.897843 1.350308 -0.1 -0.2 -1.2
I -4.121133 -0.099751 -0.056632 0.5 0.2 0.1
H 3.604184 0.172014 1.012157 -1.2 1.1 -0.7
H 3.012043 2.589357 0.034197 0.1 -0.1 -0.1
H 1.841582 -1.399843 1.044349 0.2 -0.8 0.0
H 0.576445 2.871310 -0.668258 -0.1 1.8 -0.2
H -1.800471 2.361624 -0.288130 1.2 -1.9 0.6
H -2.113830 -2.240514 -1.161199 1.3 1.0 0.3
H -0.374830 -2.497885 -1.259761 1.4 -0.9 -0.6
H -1.017478 -0.865374 -1.762158 -0.1 -1.1 -0.6
H -1.125411 -2.713555 0.877887 -0.1 -0.4 1.1
```
Positions in Å, forces in eV/Å.

Calculated values
HOMO energy   -12.84 eV
Relative energy (zero: lowest compared OMol25 entry of this formula, charge and spin)   0.473 eV
Molecular weight   274.08 g mol⁻¹
Electronic energy   -21108.603 eV
LUMO energy   -0.170 Ha
SMILES   C[C@]1(O)C(I)=C[n+]2ccccc21
Total charge   +1
Gap between HOMO and LUMO   8.2 eV

Below is the ion C9H9N2 with charge +1 in a non-equilibrium geometry, with properties calculated with wB97M-V/def2-TZVPD.

Structure (XYZ):
```
20
Properties=species:S:1:pos:R:3:forces:R:3
C 3.706188 -1.123714 0.387464 -3.1 0.2 -1.4
C 2.592003 -0.849076 -0.027397 1.8 0.5 0.9
C 1.368162 -0.243985 -0.325753 -0.6 0.2 -0.5
C -1.009580 -1.071744 -0.494552 3.1 1.1 -1.9
C 0.105952 -0.575083 0.401939 -1.0 -3.9 2.5
C -2.270155 -1.188360 -0.316942 -2.8 -0.4 -0.3
C -0.306238 0.699178 1.149335 1.7 0.0 1.4
C -0.327561 1.794918 0.076365 -3.1 1.3 1.0
C 0.204887 1.448904 -1.220498 -0.5 0.4 -0.1
N -3.485571 -1.304299 -0.422603 2.0 2.4 0.1
N 1.209412 0.672906 -1.243347 1.2 -1.0 -0.5
H 4.565902 -1.633277 0.638980 1.6 -0.4 0.6
H -0.690170 -1.165837 -1.547696 -0.4 -0.6 0.4
H 0.366791 -1.514508 1.069456 -0.4 2.2 -0.7
H -1.223061 0.709845 1.793300 0.2 -0.6 -1.3
H 0.438327 0.839727 1.976886 -0.1 0.4 -1.0
H -1.418018 2.096459 -0.059501 1.4 0.0 0.0
H 0.218851 2.674630 0.375857 0.1 0.7 0.4
H -0.227120 1.883750 -2.117200 0.3 -0.2 -0.2
H -3.818999 -2.150441 -0.094084 -1.2 -2.4 0.6
```
Positions in Å, forces in eV/Å.

Calculated values
HOMO energy   -12.93 eV
Relative energy (zero: lowest compared OMol25 entry of this formula, charge and spin)   6.850 eV
Molecular weight   145.19 g mol⁻¹
Electronic energy   -12446.722 eV
LUMO energy   -0.234 Ha
SMILES   C#CC1=[N+]=CCC[C@H]1C=C=N
Total charge   +1
Gap between HOMO and LUMO   6.6 eV

Below is the ion C9H9N2O with charge +1 in a non-equilibrium geometry, with properties calculated with wB97M-V/def2-TZVPD.

Structure (XYZ):
```
21
Properties=species:S:1:pos:R:3:forces:R:3
C 2.754176 1.008086 0.014910 -0.3 1.6 -0.7
C 2.487128 -0.049235 -0.827573 4.0 0.9 -1.6
C 1.824831 1.338047 1.005907 0.9 0.3 0.4
C 1.413356 -0.856766 -0.702755 -1.6 -0.8 -1.3
C 0.671868 0.608487 1.047049 0.4 -1.1 -0.2
C 0.461695 -0.505438 0.228475 -0.9 0.2 1.9
C -1.847512 -1.455867 -0.001004 2.1 -1.2 1.0
C -2.206432 0.886790 -0.402534 0.3 -1.3 -0.4
C -2.431650 2.109455 -0.233181 0.9 4.1 0.7
N -0.597614 -1.499175 0.534726 -0.7 2.5 -0.7
N -2.549617 -0.367988 -0.349568 0.4 -2.2 -0.3
O -0.102860 -2.731797 0.849767 -0.7 -0.8 -2.9
H 3.556632 1.772947 -0.258393 -0.8 -1.6 0.8
H 3.360659 -0.158292 -1.547506 -1.8 -0.6 0.4
H 2.246474 2.043104 1.722622 -1.1 0.3 0.1
H 1.143202 -1.618485 -1.452784 0.6 0.1 0.7
H -2.222144 -2.457793 -0.167355 -0.7 0.3 0.0
H -2.963839 2.612274 0.630089 0.3 -0.7 -1.1
H -1.779549 2.774347 -0.888689 -1.1 -0.4 0.9
H -3.303632 -0.649492 -0.959889 -0.6 0.2 0.0
H 0.084826 -2.803218 1.757686 0.2 0.4 2.3
```
Positions in Å, forces in eV/Å.

Calculated values
HOMO energy (alpha / beta)   -13.16 / -11.68 eV
Relative energy (zero: lowest compared OMol25 entry of this formula, charge and spin)   7.440 eV
Molecular weight   161.18 g mol⁻¹
Electronic energy   -14491.770 eV
LUMO energy (alpha / beta)   -0.176 / -0.163 Ha
Total charge   +1
Gap between HOMO and LUMO (alpha / beta)   8.4 / 7.2 eV

Below is the molecule C9H9N3 in a non-equilibrium geometry, with properties calculated with wB97M-V/def2-TZVPD.

Structure (XYZ):
```
21
Properties=species:S:1:pos:R:3:forces:R:3
C 3.222898 -0.341237 0.671717 -0.5 3.4 -1.3
C 1.131359 -0.169496 -0.364203 -2.2 0.4 -0.3
C 0.830201 1.232910 -0.273382 1.8 -0.8 0.8
C -0.413041 1.730503 -0.072941 0.7 -1.8 -0.5
C -1.528513 0.835040 -0.015955 1.4 -1.7 -0.4
C -3.694053 0.272227 0.041148 -2.8 1.6 0.9
C -2.393324 -1.448876 -0.002654 0.9 -3.2 -1.1
C -1.288793 -0.588587 -0.054032 2.8 0.2 -0.7
C 0.117159 -1.087863 -0.311684 -1.5 1.8 0.6
H 2.917670 -0.870645 1.492129 -1.5 -1.4 1.9
H 3.133990 0.792965 0.895168 0.9 -1.7 0.3
H 4.178449 -0.706234 0.489225 2.1 0.1 -0.3
H 2.880328 0.087414 -1.208613 0.1 0.0 -0.5
H 1.805241 1.807133 -0.231094 -1.7 0.1 -0.3
H -0.422499 2.759560 -0.051222 -1.1 2.2 0.2
H -4.679503 0.779777 0.177916 0.3 -1.2 -0.4
H -2.232851 -2.573209 -0.183246 0.1 1.7 0.6
H 0.417158 -2.098864 -0.509839 -0.5 -0.6 0.2
N 2.463538 -0.546341 -0.546489 0.3 -1.0 -0.2
N -2.795289 1.241928 -0.009371 -0.4 -0.8 0.3
N -3.650116 -1.108114 0.067431 0.8 2.9 0.0
```
Positions in Å, forces in eV/Å.

Calculated values
HOMO energy   -8.97 eV
Relative energy (zero: lowest compared OMol25 entry of this formula, charge and spin)   2.307 eV
Molecular weight   159.19 g mol⁻¹
Electronic energy   -13947.741 eV
LUMO energy   -0.001 Ha
SMILES   CNc1ccc2ncncc2c1
Gap between HOMO and LUMO   8.9 eV

Below is a cluster of 2 separate species, C9H9N3O2 in total in a non-equilibrium geometry, with properties calculated with wB97M-V/def2-TZVPD.

Structure (XYZ):
```
23
Properties=species:S:1:pos:R:3:forces:R:3
C 1.502467 1.139950 0.025940 0.0 2.5 0.3
C 1.182727 0.081557 0.948124 -0.5 -0.5 1.0
C 2.088042 -0.889839 1.218104 -0.8 -0.4 0.1
C 3.737792 0.005818 -0.368464 0.6 -0.1 -0.3
C -3.902097 0.383778 0.348214 2.1 -0.7 -0.5
C -3.664880 -0.842950 -0.372552 -4.1 0.6 1.7
C -2.528075 -1.232300 -0.949776 2.6 3.9 -0.5
C -1.538869 -0.224376 -0.909567 2.3 1.3 2.8
C -1.690585 0.992582 -0.086357 -3.2 -2.4 -0.5
H 3.116877 1.784174 -1.131093 -0.3 -0.1 0.0
H 0.235634 0.202937 1.496592 0.7 -0.4 -0.4
H 1.909290 -1.749689 1.906640 0.1 1.1 -0.5
H 3.966702 -1.617182 0.738265 0.7 -1.1 0.4
H -4.884645 0.710726 0.745260 0.7 -0.7 -0.2
H -4.498281 -1.521670 -0.425844 -0.5 -0.1 -0.1
H -2.354404 -1.936576 -1.703903 -0.2 -1.8 -0.2
H -0.476439 -0.548901 -1.087224 -1.1 0.8 -0.8
H -1.070713 1.848681 0.076227 1.0 -0.5 -0.4
N 2.767829 1.002807 -0.586527 1.0 -0.3 -0.3
N 3.284199 -0.931775 0.570439 0.3 1.1 -1.1
N -2.877934 1.234134 0.563224 -0.3 -0.6 -1.4
O 0.835961 2.187217 -0.114799 2.0 -2.1 -0.2
O 4.859412 -0.079103 -0.900920 -2.8 0.5 1.2
```
Positions in Å, forces in eV/Å.

Calculated values
HOMO energy   -9.05 eV
Relative energy (zero: lowest compared OMol25 entry of this formula, charge and spin)   2.307 eV
Molecular weight   191.19 g mol⁻¹
Electronic energy   -18043.448 eV
LUMO energy   0.008 Ha
SMILES   O=c1cc[nH]c(=O)[nH]1.c1ccncc1
Gap between HOMO and LUMO   9.3 eV